(A)
A structure of composition C4H13N3, computed with ωB97M-V/def2-TZVPD.

```
20
Properties=species:S:1:pos:R:3
C 0.45 0.03 0.25
C -0.48 -0.99 -1.35
C 0.71 2.55 0.70
C -1.56 -1.93 -0.87
N 0.06 1.13 -0.46
N -0.14 -0.28 1.48
N 1.80 -0.30 0.22
H -0.94 1.27 -0.38
H 2.28 0.13 -0.56
H -1.15 -0.24 1.48
H 0.21 -1.13 1.91
H 2.29 -0.18 1.09
H 0.42 -1.51 -1.65
H -0.82 -0.39 -2.19
H 1.68 2.75 0.28
H 0.75 2.30 1.76
H -0.02 3.33 0.52
H -1.86 -2.66 -1.63
H -1.22 -2.50 0.00
H -2.47 -1.38 -0.60
```

- gap between HOMO and LUMO (Ha) = 0.2879
- total charge = 0
- E_LUMO (eV) = 1.0


(B)
An isolated molecule of C4H13N3, computed with ωB97M-V/def2-TZVPD.

```
20
Properties=species:S:1:pos:R:3
C 2.28 0.27 -0.74
N 0.16 -0.48 1.66
C 0.20 -0.73 0.25
N 0.86 0.38 -0.42
H 0.64 0.31 2.06
H -0.21 -1.16 2.31
H 0.79 -1.63 0.09
H 2.40 -0.30 -1.66
H 2.81 -0.24 0.08
H 2.72 1.26 -0.86
C -2.34 -0.71 0.45
C 0.13 1.59 -0.81
N -1.11 -0.98 -0.29
H -1.17 -1.31 -1.25
H -2.50 -1.51 1.18
H -3.17 -0.70 -0.26
H -2.29 0.26 0.94
H 0.69 2.13 -1.58
H -0.85 1.33 -1.22
H 0.00 2.22 0.07
```

- SMILES string = CN[C@H](N)N(C)C
- gap between HOMO and LUMO (Ha) = 0.3136
- total charge = 0
- E_LUMO (eV) = 1.0


(C)
A structure of composition C4H13N3, computed with ωB97M-V/def2-TZVPD.

```
20
Properties=species:S:1:pos:R:3
C -0.03 0.27 2.75
C 0.48 -0.40 -2.18
C -1.60 0.56 -1.41
C -0.46 -0.31 1.39
N 1.66 0.20 0.42
N -0.54 -0.35 -1.08
N 0.30 0.35 0.35
H 0.71 -0.33 3.20
H 0.41 1.27 2.56
H -0.78 0.47 3.48
H 1.57 -0.63 -1.84
H 0.30 -1.13 -2.94
H 0.66 0.59 -2.59
H -1.39 1.41 -2.07
H -2.39 -0.12 -1.82
H -1.81 0.92 -0.35
H -0.27 -1.41 1.46
H -1.52 -0.09 1.22
H 2.16 0.67 -0.40
H 2.00 -0.80 0.48
```

- gap between HOMO and LUMO (Ha) = 0.3294
- total charge = 0
- E_LUMO (eV) = 1.0


Most stable: (B)